A cluster of 13 separate species, C29H55BCl2N5O36 in total in a non-equilibrium geometry, computed with wB97M-V/def2-TZVPD.

Each atom is followed by the atoms it is bonded to, with distances in Å.
Atoms and positions in Å:
1 O 1.654 2.267 -1.727  C2 1.231
2 C 1.611 1.155 -1.201  O1 1.231, O3 1.309, C6 1.552
3 O 0.719 0.732 -0.341  C2 1.309, B4 1.476
4 B 0.893 -0.703 -0.042  O3 1.476, O5 1.480, O8 1.451, O12 1.479
5 O 2.215 -1.062 -0.605  B4 1.480, C6 1.307
6 C 2.618 -0.023 -1.287  C2 1.552, O5 1.307, O7 1.199
7 O 3.626 0.011 -1.936  C6 1.199
8 O -0.088 -1.575 -0.662  B4 1.451, C9 1.356
9 C -0.666 -2.285 0.338  O8 1.356, O10 1.193, C11 1.516
10 O -1.575 -3.054 0.254  C9 1.193
11 C 0.059 -2.025 1.643  C9 1.516, O12 1.299, O13 1.257
12 O 0.908 -1.074 1.389  B4 1.479, C11 1.299
13 O -0.284 -2.517 2.748  C11 1.257
14 Cl 7.647 7.956 -3.127  C15 1.805
15 C 6.255 9.004 -3.598  Cl14 1.805, C16 1.558, H18 1.090, H19 1.090
16 C 5.182 8.190 -4.380  C15 1.558, Cl17 1.847, H20 1.090, H21 1.090
17 Cl 5.855 7.377 -5.896  C16 1.847
18 H 6.680 9.801 -4.208  C15 1.090
19 H 5.916 9.361 -2.626  C15 1.090
20 H 4.447 8.829 -4.869  C16 1.090
21 H 4.675 7.472 -3.735  C16 1.090
22 C 5.747 -3.514 3.198  N23 1.521, H26 1.090, H27 1.090, H28 1.090
23 N 6.879 -3.878 2.249  C22 1.521, O24 1.216, O25 1.235
24 O 7.815 -3.105 2.177  N23 1.216
25 O 6.753 -4.886 1.546  N23 1.235
26 H 4.800 -3.847 2.773  C22 1.090
27 H 5.955 -2.461 3.386  C22 1.090
28 H 6.083 -4.048 4.087  C22 1.090
29 C 8.147 -3.438 -3.573  N30 1.457, H33 1.090, H34 1.090, H35 1.090
30 N 8.180 -3.170 -5.005  C29 1.457, O31 1.232, O32 1.249
31 O 7.627 -3.946 -5.785  N30 1.232
32 O 8.870 -2.173 -5.303  N30 1.249
33 H 7.128 -3.789 -3.409  C29 1.090
34 H 8.297 -2.532 -2.985  C29 1.090
35 H 8.879 -4.197 -3.295  C29 1.090
36 C -4.681 1.952 -2.981  N37 1.488, H40 1.090, H41 1.090, H42 1.090
37 N -4.643 2.948 -4.086  C36 1.488, O38 1.192, O39 1.253
38 O -5.561 3.053 -4.840  N37 1.192
39 O -3.658 3.720 -4.142  N37 1.253
40 H -4.257 1.045 -3.411  C36 1.090
41 H -5.730 1.821 -2.714  C36 1.090
42 H -4.092 2.447 -2.209  C36 1.090
43 C 3.135 5.127 2.732  N44 1.489, H47 1.090, H48 1.090, H49 1.090
44 N 4.456 4.820 2.118  C43 1.489, O45 1.226, O46 1.223
45 O 4.795 5.585 1.222  N44 1.226
46 O 5.061 3.818 2.476  N44 1.223
47 H 2.978 4.544 3.640  C43 1.090
48 H 2.270 4.961 2.090  C43 1.090
49 H 3.086 6.205 2.890  C43 1.090
50 C 1.474 -7.181 6.716  N51 1.498, H54 1.090, H55 1.090, H56 1.090
51 N 1.170 -8.414 5.922  C50 1.498, O52 1.230, O53 1.225
52 O 0.531 -8.230 4.888  N51 1.230
53 O 1.506 -9.491 6.401  N51 1.225
54 H 1.868 -6.338 6.149  C50 1.090
55 H 2.177 -7.381 7.525  C50 1.090
56 H 0.491 -6.909 7.101  C50 1.090
57 C -8.059 -5.136 -2.827  O58 1.414, H63 1.090, H64 1.090, H65 1.090
58 O -9.461 -5.181 -3.009  C57 1.414, C59 1.390
59 C -10.220 -4.156 -2.456  O58 1.390, O60 1.213, O61 1.366
60 O -9.772 -3.152 -1.942  C59 1.213
61 O -11.534 -4.354 -2.770  C59 1.366, C62 1.407
62 C -12.438 -3.276 -2.803  O61 1.407, H66 1.090, H67 1.090, H68 1.090
63 H -7.934 -5.076 -1.746  C57 1.090
64 H -7.609 -4.273 -3.318  C57 1.090
65 H -7.500 -5.988 -3.214  C57 1.090
66 H -13.421 -3.455 -2.368  C62 1.090
67 H -12.579 -2.845 -3.794  C62 1.090
68 H -12.132 -2.505 -2.095  C62 1.090
69 C 0.027 5.701 10.409  O70 1.398, H75 1.090, H76 1.090, H77 1.090
70 O 0.147 4.328 10.172  C69 1.398, C71 1.445
71 C -0.427 3.732 8.988  O70 1.445, O72 1.246, O73 1.283
72 O -0.852 4.383 8.014  C71 1.246
73 O -0.143 2.481 8.957  C71 1.283, C74 1.425
74 C -0.550 1.673 7.856  O73 1.425, H78 1.090, H79 1.090, H80 1.090
75 H 0.962 6.175 10.109  C69 1.090
76 H -0.147 5.766 11.483  C69 1.090
77 H -0.871 6.144 9.980  C69 1.090
78 H -1.560 1.837 7.483  C74 1.090
79 H -0.481 0.661 8.254  C74 1.090
80 H 0.186 1.864 7.075  C74 1.090
81 C -1.975 -4.546 -5.610  O82 1.423, H87 1.090, H88 1.090, H89 1.090
82 O -1.697 -3.214 -6.026  C81 1.423, C83 1.342
83 C -2.623 -2.450 -6.626  O82 1.342, O84 1.225, O85 1.268
84 O -3.820 -2.701 -6.692  C83 1.225
85 O -2.006 -1.492 -7.181  C83 1.268, C86 1.381
86 C -2.643 -0.631 -8.053  O85 1.381, H90 1.090, H91 1.090, H92 1.090
87 H -2.547 -4.955 -6.443  C81 1.090
88 H -2.564 -4.702 -4.707  C81 1.090
89 H -1.025 -5.058 -5.454  C81 1.090
90 H -2.557 0.407 -7.733  C86 1.090
91 H -3.697 -0.877 -8.183  C86 1.090
92 H -2.128 -0.627 -9.014  C86 1.090
93 C -4.120 3.302 2.876  O94 1.378, H99 1.090, H100 1.090, H101 1.090
94 O -4.827 2.378 3.616  C93 1.378, C95 1.262
95 C -5.539 1.502 3.053  O94 1.262, O96 1.232, O97 1.332
96 O -6.101 1.583 1.959  C95 1.232
97 O -5.677 0.491 3.910  C95 1.332, C98 1.416
98 C -6.686 -0.477 3.686  O97 1.416, H102 1.090, H103 1.090, H104 1.090
99 H -4.655 4.008 2.241  C93 1.090
100 H -3.410 2.743 2.266  C93 1.090
101 H -3.467 3.789 3.600  C93 1.090
102 H -6.383 -1.197 2.927  C98 1.090
103 H -7.663 -0.070 3.422  C98 1.090
104 H -6.810 -1.142 4.541  C98 1.090
105 C 2.628 -8.568 -1.158  O106 1.426, H111 1.090, H112 1.090, H113 1.090
106 O 3.179 -8.431 -2.466  C105 1.426, C107 1.413
107 C 4.096 -9.418 -2.894  O106 1.413, O108 1.202, O109 1.338
108 O 4.296 -10.516 -2.450  C107 1.202
109 O 4.716 -8.960 -3.988  C107 1.338, C110 1.450
110 C 5.694 -9.772 -4.686  O109 1.450, H114 1.090, H115 1.090, H116 1.090
111 H 1.811 -9.289 -1.119  C105 1.090
112 H 2.395 -7.553 -0.838  C105 1.090
113 H 3.423 -8.739 -0.433  C105 1.090
114 H 6.327 -10.264 -3.947  C110 1.090
115 H 6.346 -9.165 -5.314  C110 1.090
116 H 5.228 -10.537 -5.307  C110 1.090
117 C 1.718 11.644 2.266  O118 1.412, H123 1.090, H124 1.090, H125 1.090
118 O 0.640 10.888 1.758  C117 1.412, C119 1.308
119 C 0.750 10.393 0.552  O118 1.308, O120 1.216, O121 1.319
120 O 1.545 10.683 -0.320  C119 1.216
121 O -0.303 9.630 0.335  C119 1.319, C122 1.383
122 C -0.387 8.710 -0.693  O121 1.383, H126 1.090, H127 1.090, H128 1.090
123 H 1.705 11.393 3.326  C117 1.090
124 H 1.566 12.721 2.205  C117 1.090
125 H 2.708 11.410 1.872  C117 1.090
126 H -0.741 7.688 -0.560  C122 1.090
127 H 0.627 8.548 -1.060  C122 1.090
128 H -0.866 9.140 -1.573  C122 1.090

Calculated values
Net charge: -1
Strongest force on any atom, eV Å⁻¹: 5.16
HOMO-LUMO gap, Eh: 0.32072
LUMO level, eV: 1.37
ΔE to the lowest compared entry with this formula, charge and spin, kJ/mol: 468.62